10 unconnected molecules or ions with the total composition C60H39F9NO22S, computed with ωB97M-V/def2-TZVPD.

Properties
E_LUMO: -0.8 eV
E: -144666.8263 eV
HOMO energy: -4.8 eV
Orbital gap: 4.05 eV
Total charge: -1

Element x y z (Å)
O  4.489  -1.371  -2.027
C  3.471  -1.730  -2.742
O  3.648  -2.879  -3.517
C  2.068  -0.920  -2.701
N  2.179  0.168  -1.682
S  0.999  1.414  -1.896
O  1.124  2.126  -3.243
O  1.344  2.478  -0.856
C  -0.745  0.878  -1.505
F  -0.672  0.140  -0.264
F  -1.509  2.045  -1.209
C  -1.433  -0.108  -2.572
F  -0.739  -0.082  -3.835
F  -1.243  -1.453  -2.096
C  -2.962  0.233  -2.914
F  -3.055  1.516  -3.557
F  -3.393  -0.711  -3.916
C  -3.988  0.134  -1.688
F  -4.318  1.387  -1.100
F  -3.592  -0.726  -0.642
F  -5.205  -0.423  -2.216
H  1.870  -0.549  -3.776
H  1.280  -1.710  -2.391
H  3.088  0.677  -1.741
C  -3.259  -3.944  -3.355
C  -4.484  -4.363  -3.675
C  -5.081  -5.550  -3.028
O  -6.200  -5.935  -3.321
C  -4.270  -6.254  -2.012
C  -3.045  -5.835  -1.692
C  -2.447  -4.648  -2.339
O  -1.332  -4.263  -2.046
H  -2.805  -3.078  -3.819
H  -5.092  -3.859  -4.416
H  -4.724  -7.121  -1.548
H  -2.437  -6.339  -0.951
C  -1.094  2.404  -7.326
C  -0.266  1.436  -6.931
C  -0.135  0.179  -7.698
O  0.618  -0.706  -7.338
C  -0.956  0.037  -8.920
C  -1.784  1.006  -9.314
C  -1.915  2.263  -8.547
O  -2.669  3.148  -8.908
H  -1.203  3.331  -6.776
H  0.343  1.524  -6.039
H  -0.848  -0.889  -9.469
H  -2.393  0.918  -10.206
C  6.664  -0.888  1.761
C  6.214  -0.288  0.657
C  5.506  1.010  0.726
O  5.091  1.561  -0.277
C  5.319  1.614  2.063
C  5.769  1.012  3.164
C  6.477  -0.284  3.095
O  6.891  -0.832  4.103
H  7.184  -1.837  1.730
H  6.344  -0.717  -0.329
H  4.799  2.563  2.095
H  5.639  1.441  4.150
C  7.639  1.020  -5.049
C  8.749  1.618  -4.615
C  8.752  2.423  -3.375
O  9.767  2.972  -2.979
C  7.479  2.538  -2.635
C  6.368  1.940  -3.068
C  6.364  1.135  -4.308
O  5.354  0.588  -4.703
H  7.619  0.427  -5.955
H  9.691  1.543  -5.145
H  7.499  3.131  -1.728
H  5.428  2.015  -2.538
C  -0.955  5.583  2.985
C  -0.124  4.621  3.392
C  0.016  3.359  2.635
O  0.772  2.480  3.007
C  -0.797  3.204  1.410
C  -1.627  4.165  1.003
C  -1.767  5.427  1.759
O  -2.524  6.307  1.387
H  -1.071  6.512  3.524
H  0.478  4.718  4.284
H  -0.681  2.276  0.870
H  -2.230  4.068  0.109
C  -1.409  5.836  7.488
C  -2.142  6.305  8.498
C  -2.530  7.730  8.568
O  -3.197  8.159  9.490
C  -2.074  8.614  7.474
C  -1.340  8.145  6.464
C  -0.953  6.720  6.394
O  -0.285  6.291  5.471
H  -1.116  4.796  7.421
H  -2.485  5.671  9.306
H  -2.367  9.654  7.540
H  -0.997  8.779  5.655
C  11.516  0.427  7.036
C  11.601  -0.900  6.929
C  10.509  -1.693  6.325
O  10.586  -2.904  6.230
C  9.319  -0.958  5.844
C  9.234  0.369  5.950
C  10.326  1.161  6.554
O  10.250  2.373  6.650
H  12.306  1.023  7.475
H  12.465  -1.453  7.276
H  8.530  -1.553  5.404
H  8.370  0.921  5.603
C  -9.297  -6.612  -2.735
C  -8.754  -7.827  -2.646
C  -9.423  -8.912  -1.898
O  -8.929  -10.022  -1.814
C  -10.717  -8.599  -1.253
C  -11.259  -7.383  -1.342
C  -10.589  -6.298  -2.091
O  -11.085  -5.189  -2.174
H  -8.820  -5.806  -3.279
H  -7.809  -8.073  -3.113
H  -11.193  -9.405  -0.710
H  -12.205  -7.137  -0.876
C  -5.275  -2.080  1.860
C  -5.019  -1.061  2.682
C  -5.672  -0.960  4.004
O  -5.440  -0.030  4.754
C  -6.619  -2.032  4.380
C  -6.875  -3.050  3.558
C  -6.222  -3.152  2.236
O  -6.454  -4.082  1.486
H  -4.807  -2.170  0.888
H  -4.328  -0.269  2.422
H  -7.087  -1.942  5.352
H  -7.566  -3.843  3.818

These are the Löwdin partial charges, in e, on atoms 1 to 4: number 1, O, carries -0.113; number 2, C, carries -0.535; number 3, O, carries -0.207; number 4, C, carries -0.160